1.
C42H46FIrN8O5Te | ωB97M-V/def2-TZVPD

The value obtained for the molecular weight is 1081.7 g mol⁻¹. The LUMO energy (spin up / spin down) comes out at -8.1 / -8.8 eV. Its total charge is +3. For the total energy, the calculation gives -79282.2730 eV. The frontier orbital gap (spin up / spin down) comes out at 0.243 / 0.218 Eh. Its multiplicity is 2. The maximum force comes out at 4.02 eV/Å. The calculation puts the relative energy (zero: lowest compared OMol25 entry of this formula, charge and spin) at 88.1 kcal per mole.

Geometry as XYZ:
```
104
Properties=species:S:1:pos:R:3:forces:R:3:lowdin_spin:R:1
Ir -1.57303 0.79603 1.02706 -0.664 1.829 1.538 0.0053
F 3.42947 -3.40257 -0.42524 0.069 -0.054 0.117 0.0000
C 2.98957 -3.11437 0.81636 -0.165 0.350 0.051 0.0000
C 2.20497 -2.01697 0.99596 0.267 -0.378 -0.038 0.0000
C 1.77347 -1.66557 2.28116 0.053 0.143 -0.032 0.0000
C 0.82967 -0.58027 2.41966 0.214 -1.067 1.566 0.0000
O 0.53917 0.14573 1.43106 -1.328 0.374 -1.597 -0.0003
C 0.29557 -0.43687 3.73216 -0.758 0.528 -0.659 0.0000
C 0.82687 -1.12457 4.78376 -0.027 0.073 -0.212 0.0000
N 1.79647 -2.04617 4.64836 -0.182 0.298 0.037 0.0001
C 2.29407 -2.70227 5.82856 0.083 -0.336 0.468 0.0000
C 2.67877 -1.85527 7.00396 0.066 -0.009 0.034 0.0000
C 3.73837 -2.54397 6.19876 -0.004 0.040 0.031 0.0000
C 2.22047 -2.41167 3.39176 0.062 0.269 -0.733 0.0000
C 3.04147 -3.52837 3.17536 0.151 -0.211 -0.104 0.0000
C 3.39597 -3.93737 1.89436 -0.401 0.469 0.307 0.0000
N 4.10737 -5.08727 1.62096 0.271 -0.218 -0.168 0.0000
C 3.72497 -5.96957 0.54166 -0.017 0.026 -0.163 0.0000
C 4.91297 -6.22817 -0.38154 -0.978 0.276 -0.355 0.0000
N 6.00197 -6.82357 0.43926 0.305 -0.372 -0.190 0.0000
C 6.36347 -5.93937 1.57986 0.120 0.470 0.931 0.0000
C 5.13237 -5.65777 2.45706 0.100 0.137 -0.143 0.0000
C -0.95413 0.43803 3.91526 3.476 -0.370 1.275 -0.0001
O -0.99383 1.22913 4.82836 -0.797 0.058 -0.188 0.0002
O -1.84543 0.17363 3.04426 -1.988 0.424 -3.468 -0.0003
H 1.91427 -1.40707 0.15696 -0.046 0.052 -0.116 0.0000
H 0.45847 -0.94927 5.78486 0.071 -0.023 0.056 0.0000
H 1.80867 -3.65137 6.02266 0.043 -0.020 0.008 0.0000
H 2.46227 -2.22377 7.99426 -0.089 -0.109 -0.005 0.0000
H 2.59337 -0.78247 6.91246 0.034 0.049 -0.101 0.0000
H 4.23727 -3.39687 6.63206 0.020 -0.063 0.028 0.0000
H 4.35817 -1.92847 5.56506 0.007 0.072 -0.091 0.0000
H 3.36277 -4.10477 4.02516 0.010 -0.186 0.106 0.0000
H 2.90157 -5.55107 -0.03344 0.092 -0.108 -0.026 0.0000
H 3.37907 -6.92077 0.97066 -0.047 -0.058 -0.079 0.0000
H 5.25767 -5.28947 -0.82184 0.138 -0.158 0.151 0.0000
H 4.63047 -6.90977 -1.18534 0.202 -0.087 0.110 0.0000
H 6.83067 -6.99427 -0.14044 -0.123 -0.066 0.105 0.0000
H 5.68677 -7.73697 0.79596 0.158 0.177 -0.110 0.0000
H 6.72817 -4.99517 1.16786 -0.004 -0.196 -0.068 0.0000
H 7.15807 -6.40567 2.16596 -0.060 -0.076 -0.175 0.0000
H 5.42677 -4.94677 3.22856 0.042 -0.077 -0.001 0.0000
H 4.79087 -6.58057 2.95006 0.045 0.055 -0.008 0.0000
N -2.35453 2.81923 2.05366 -0.067 -0.750 0.004 0.0031
C -3.35613 3.44713 1.19436 -0.348 0.212 -0.423 0.0051
C -3.78833 4.87173 1.59486 0.160 -0.131 -0.028 0.0002
C -2.67673 5.91873 1.75006 -0.156 0.128 -0.247 0.0001
C -2.42863 6.78353 0.50686 0.076 -0.018 0.554 0.0000
N -1.89853 6.01503 -0.60704 -0.032 -0.110 -0.248 0.0000
C -0.63653 5.64673 -0.76514 -0.083 0.096 -0.220 0.0000
N -0.32353 4.74973 -1.70484 0.142 0.068 -0.130 -0.0003
N 0.34037 6.16743 -0.01584 -0.016 0.097 0.133 0.0000
C -2.89873 3.30913 -0.26234 -0.843 0.511 0.628 0.0114
O -3.55233 3.81283 -1.18424 -0.021 0.237 0.289 0.0295
O -1.85953 2.62093 -0.48714 1.312 -2.066 0.512 0.0821
H -2.72893 2.61923 2.97896 0.085 -0.097 0.037 0.0001
H -1.53503 3.41133 2.17496 -0.051 -0.150 -0.020 0.0001
H -4.25993 2.82423 1.24066 0.095 0.051 0.049 0.0005
H -4.31343 4.78823 2.54736 -0.049 -0.038 -0.052 0.0001
H -4.51543 5.20903 0.85496 -0.113 -0.025 0.047 0.0001
H -1.73893 5.44283 2.04526 0.107 0.131 0.150 0.0000
H -2.96303 6.60363 2.54956 0.122 -0.062 0.056 0.0000
H -1.74423 7.59713 0.76186 -0.158 0.037 -0.128 0.0000
H -3.36543 7.23313 0.17336 0.147 0.043 -0.014 0.0000
H -2.60223 5.54193 -1.16864 0.225 -0.020 -0.061 -0.0001
H -1.04473 4.18133 -2.12094 -0.068 0.074 0.093 0.0013
H 0.61887 4.40543 -1.77684 -0.017 0.059 -0.011 0.0000
H 0.16137 6.98303 0.54846 0.039 -0.062 -0.043 0.0000
H 1.30367 5.99323 -0.25354 -0.050 0.005 0.022 0.0000
Te -3.25883 1.54303 -2.65804 -0.456 -0.167 -1.621 0.5998
C -3.84513 3.03583 -4.06104 0.109 -0.158 0.235 0.0468
C -2.92933 3.71033 -4.85934 0.183 -0.208 0.162 0.0154
C -3.36983 4.67643 -5.74464 -0.036 0.068 0.007 -0.0005
C -4.72193 4.97423 -5.82364 -0.037 -0.015 0.031 0.0169
C -5.63373 4.31763 -5.01014 0.021 0.070 -0.079 0.0006
C -5.19743 3.35863 -4.11324 0.113 -0.305 0.185 0.0266
C -2.28683 0.22293 -4.01244 -0.124 0.118 0.162 0.0611
C -1.25553 0.61533 -4.85414 0.003 0.304 0.015 0.0160
C -0.69203 -0.29557 -5.72964 0.062 0.012 0.006 -0.0009
C -1.14113 -1.60747 -5.75404 -0.016 -0.021 0.097 0.0187
C -2.14933 -2.00687 -4.88964 0.064 -0.063 -0.119 0.0014
C -2.71633 -1.09947 -4.01244 -0.259 0.164 0.103 0.0329
H -1.87303 3.49593 -4.79084 0.089 -0.032 -0.079 0.0019
H -2.65753 5.19443 -6.37004 0.021 0.035 -0.036 -0.0004
H -5.06463 5.72663 -6.51454 -0.059 0.086 -0.112 0.0009
H -6.68633 4.54863 -5.07594 -0.061 0.029 0.013 -0.0002
H -5.90483 2.85383 -3.47054 -0.114 -0.010 0.016 0.0047
H -0.88533 1.63013 -4.83504 0.022 0.041 -0.074 0.0015
H 0.09507 0.02373 -6.39614 0.063 0.010 -0.047 -0.0004
H -0.70343 -2.31797 -6.43924 0.013 -0.037 -0.056 0.0010
H -2.50413 -3.02547 -4.90864 -0.049 -0.110 0.012 -0.0001
H -3.51533 -1.41347 -3.35624 -0.066 -0.093 0.061 0.0057
N 1.36557 -4.34727 -2.53914 0.268 -0.370 -0.175 0.0022
C 0.63307 -3.49837 -2.30384 0.303 -0.378 -0.011 0.0005
C -0.21303 -2.44927 -1.87804 -0.586 0.701 0.407 0.0039
C 0.20807 -1.12507 -2.01084 -0.355 -0.016 -0.427 -0.0004
C -0.55503 -0.10647 -1.47254 -0.219 -0.340 -0.068 0.0080
C -1.71513 -0.39597 -0.73264 2.146 -0.010 2.127 -0.0049
C -2.16513 -1.71987 -0.67364 -0.325 0.398 0.078 0.0014
C -1.42463 -2.74057 -1.24574 -0.029 0.163 -0.437 -0.0001
H 1.11657 -0.89957 -2.54714 0.146 -0.007 -0.040 -0.0002
H -0.23563 0.91923 -1.61384 0.180 0.034 0.280 0.0022
H -3.09043 -1.97077 -0.17134 0.080 0.020 0.281 0.0000
H -1.78313 -3.75907 -1.19994 0.048 -0.060 0.065 -0.0001
```
Forces are in eV/Å.

=====

2.
C42H46GeIN5O4Si2Tc | ωB97M-V/def2-TZVPD

The value obtained for the molecular weight is 1038.5 g mol⁻¹. The LUMO energy comes out at -4.4 eV. Its total charge is +1. For the total energy, the calculation gives -142511.2329 eV. The frontier orbital gap comes out at 0.230 Eh. The maximum force comes out at 3.81 eV/Å. The calculation puts the relative energy (zero: lowest compared OMol25 entry of this formula, charge and spin) at 0.0 kcal per mole.

Geometry as XYZ:
```
102
Properties=species:S:1:pos:R:3:forces:R:3:lowdin_charge:R:1
Tc 0.21845 -0.98495 -0.17123 -2.533 2.802 -0.503 1.3413
C 1.77856 1.35248 2.50455 -0.104 -0.046 0.010 0.0259
C 0.72317 0.34156 2.79128 0.110 0.153 0.046 -0.3162
N 0.16884 -0.47285 1.92122 -0.121 -0.415 -0.130 0.0366
C -0.75851 -1.23770 2.59982 0.152 0.045 -0.489 -0.1505
C -0.76183 -0.87415 3.90190 0.143 0.069 0.210 -0.0949
N 0.17653 0.11273 4.00214 0.076 0.200 0.190 0.2172
C -1.50033 -1.31506 5.10909 0.024 0.122 0.228 -0.4909
O -2.45440 -2.19640 4.91672 -0.026 0.033 0.228 0.1513
O -1.19896 -0.84823 6.18132 -0.099 -0.051 -0.151 0.1232
C -1.55035 -2.21887 1.82993 0.047 -0.202 -0.600 -0.5702
O -2.48320 -2.82629 2.35361 0.254 0.113 -0.114 0.0773
O -1.15774 -2.34141 0.59857 -0.206 -0.106 0.721 -0.1667
H 2.07750 1.27037 1.45845 -0.037 -0.003 0.066 0.0657
H 2.65162 1.19795 3.14009 -0.002 -0.025 -0.023 0.0935
H 1.40428 2.36252 2.68864 0.001 -0.045 -0.008 0.0872
H 0.36808 0.58784 4.87232 0.044 0.003 0.043 0.1845
H -2.53501 -2.45368 3.95683 -0.072 -0.143 -0.166 0.0722
C 3.46309 -4.60360 1.02422 0.244 -0.117 -0.107 -0.1632
Si 2.09578 -3.49723 1.67902 0.271 -0.072 0.094 0.4767
C 2.48256 -2.82547 3.37832 0.039 0.104 0.310 -0.1517
C 0.58142 -4.55597 1.74935 -0.399 0.047 -0.010 -0.1541
N 2.00428 -2.06211 0.56968 0.393 -0.163 0.046 -0.0757
C 3.11444 -1.42737 0.27272 -0.156 -0.263 0.148 -0.3151
C 4.41965 -1.68983 0.84612 0.040 -0.018 0.062 -0.0464
C 5.50987 -1.04220 0.39073 0.112 0.089 -0.069 -0.0340
C 5.41695 -0.07492 -0.67818 0.151 -0.131 0.170 -0.0417
C 4.22655 0.23850 -1.21948 -0.166 0.081 -0.079 -0.0582
C 3.00644 -0.37392 -0.72691 -0.173 0.321 -0.134 -0.3054
N 1.77481 -0.02223 -1.08033 0.724 -0.094 0.049 -0.1130
Si 1.68340 0.95754 -2.64930 -0.361 -0.222 -0.080 0.5019
C -0.03270 1.18554 -3.34890 -0.080 0.126 -0.050 -0.1614
C 2.46421 2.62630 -2.42403 0.218 0.382 0.105 -0.1588
C 2.55851 -0.12006 -3.89096 0.384 -0.151 -0.137 -0.1535
H 4.25259 -4.73205 1.77721 -0.112 -0.001 -0.167 0.0451
H 3.93768 -4.22407 0.11283 -0.056 -0.092 0.113 0.0322
H 3.06105 -5.59787 0.80383 0.057 0.129 0.014 0.0368
H 1.56438 -2.68923 3.96447 0.149 -0.007 -0.106 0.0303
H 3.00026 -1.86016 3.33421 -0.041 -0.137 0.050 0.0277
H 3.12288 -3.52481 3.93371 -0.144 0.146 -0.078 0.0496
H 0.91728 -5.57853 1.95265 -0.019 0.108 0.008 0.0475
H 0.00202 -4.56752 0.82390 0.044 -0.045 0.036 0.0391
H -0.09636 -4.27062 2.55949 0.024 -0.034 -0.129 0.0367
H 4.51595 -2.41215 1.64893 0.005 0.157 -0.135 0.0854
H 6.47946 -1.24654 0.83661 -0.120 0.042 -0.097 0.1195
H 6.31631 0.41826 -1.03105 -0.071 -0.073 0.065 0.1175
H 4.17888 0.99622 -1.99307 0.059 -0.175 0.158 0.0779
H -0.81871 0.83005 -2.69287 -0.135 -0.075 0.028 -0.0371
H -0.12339 0.63817 -4.29526 0.035 0.088 0.148 0.0501
H -0.21568 2.25071 -3.54417 0.027 -0.208 0.037 0.0424
H 2.94803 2.76101 -1.45032 -0.084 0.021 -0.165 0.0406
H 1.70347 3.40660 -2.52442 0.129 -0.108 0.004 0.0220
H 3.22000 2.79375 -3.20477 -0.112 -0.021 0.161 0.0548
H 3.48012 -0.57073 -3.50911 -0.133 0.030 -0.167 0.0340
H 2.82236 0.47769 -4.77426 -0.089 -0.104 0.118 0.0550
H 1.90134 -0.92837 -4.22703 0.030 0.059 0.031 0.0294
I 2.38394 -5.01527 -3.93372 -0.010 -0.030 -0.006 0.9384
C 0.77467 -3.82191 -3.38848 0.075 -0.048 -0.089 -0.7189
C -0.43504 -3.86724 -4.06091 -0.109 0.003 -0.057 -0.0995
C -1.45231 -3.02264 -3.63853 -0.089 -0.116 -0.270 -0.0225
C -1.23412 -2.16365 -2.58596 0.218 0.127 0.309 -0.0999
N -0.05118 -2.10412 -1.94605 0.189 -0.591 -0.266 -0.0681
C 0.93514 -2.93739 -2.34080 -0.368 0.337 0.053 -0.2031
H -0.58184 -4.54177 -4.89761 0.005 0.060 0.103 0.1122
H -2.41809 -3.02119 -4.13127 0.108 -0.030 0.062 0.1232
H -2.00909 -1.50572 -2.21850 0.028 0.029 0.010 0.1124
H 1.87256 -2.88672 -1.80601 -0.013 0.109 0.057 0.0797
C -0.90573 0.33897 -0.44265 1.607 -1.938 0.287 -0.2446
Ge -2.10583 1.90573 -0.24419 -0.037 -0.107 0.194 0.9417
C -1.14218 3.49166 -0.77528 0.119 0.123 -0.193 -0.2961
C -1.63516 4.37444 -1.73879 0.076 -0.011 0.055 -0.0925
C -0.90879 5.51063 -2.08316 -0.007 -0.029 0.004 -0.0673
C 0.30419 5.77915 -1.45808 -0.069 -0.026 -0.002 -0.0768
C 0.79810 4.90919 -0.49297 -0.036 0.012 0.038 -0.0958
C 0.08096 3.76781 -0.15879 -0.058 0.069 -0.138 -0.1315
C -2.49230 1.98713 1.65864 -0.133 0.004 0.137 -0.2743
C -3.10932 0.91554 2.31505 0.080 0.111 0.024 -0.1207
C -3.51695 1.03765 3.63924 0.032 0.020 -0.042 -0.0693
C -3.31130 2.23165 4.32231 0.014 -0.034 -0.026 -0.0642
C -2.68959 3.29959 3.68507 0.039 -0.034 -0.019 -0.0722
C -2.28177 3.17932 2.36017 -0.044 -0.164 0.053 -0.0964
C -3.68956 1.49688 -1.28774 -0.090 -0.079 -0.150 -0.2763
C -3.64993 1.52910 -2.68760 -0.064 -0.021 0.093 -0.1218
C -4.76118 1.15815 -3.43574 0.049 0.018 0.024 -0.0791
C -5.91653 0.72523 -2.79596 -0.006 -0.011 0.055 -0.0761
C -5.96939 0.69064 -1.40759 0.086 0.058 0.016 -0.0679
C -4.86751 1.08854 -0.65463 -0.006 0.030 -0.266 -0.0889
H -2.59217 4.17906 -2.21764 0.127 0.041 0.049 0.1008
H -1.29219 6.18876 -2.83828 0.028 -0.044 0.084 0.1100
H 0.86214 6.66964 -1.72218 -0.019 -0.046 0.011 0.1099
H 1.74677 5.11711 -0.01066 -0.051 0.003 -0.014 0.1107
H 0.47464 3.08005 0.58432 -0.005 0.039 -0.012 0.0834
H -3.27751 -0.02406 1.79230 -0.037 0.097 0.047 0.1061
H -3.99741 0.20277 4.13797 0.015 0.041 -0.031 0.1155
H -3.64222 2.32599 5.35098 0.048 0.002 -0.081 0.1131
H -2.53127 4.23217 4.21610 -0.016 -0.072 -0.040 0.1078
H -1.80719 4.02183 1.86829 -0.057 -0.009 0.022 0.0938
H -2.74979 1.85395 -3.20193 -0.097 -0.018 0.026 0.0808
H -4.72567 1.21278 -4.51841 0.000 -0.031 0.073 0.1067
H -6.77903 0.42169 -3.37998 0.076 0.037 0.058 0.1087
H -6.87020 0.35739 -0.90464 0.047 0.050 -0.044 0.1097
H -4.93961 1.09282 0.42548 0.022 -0.050 -0.002 0.0898
```
Forces are in eV/Å.